1.
ORCA calculation (the ωB97M-V functional and the def2-TZVPD basis) on one molecule with the formula C25H25N5O2S.

Output
structure (SMILES) = COc1cccc(N2CCN(C(=O)c3ccc(CSc4nc5ccncc5[nH]4)cc3)CC2)c1
energy above the lowest of the compared OMol25 structures with the same formula, charge and spin = 1.005 eV
frontier orbital gap = 8.16 eV

```
! wB97M-V def2-TZVPD RIJCOSX def2/J DEFGRID3
* xyz 0 1
H -1.76855 0.58100 0.53439
N 8.23870 -2.13460 0.52443
C 1.18840 1.80865 -0.80126
C 3.18728 2.63803 0.45094
N -1.99813 -1.27981 -0.38124
H -5.83419 -2.67371 -0.20512
H -7.92334 -2.77166 1.02618
H -3.07196 -0.44410 1.18303
H 8.57223 -1.29086 -1.31166
H -7.85414 3.08388 -0.24305
H 7.82568 -2.90144 2.36114
N 5.25198 0.65889 0.91941
C -3.58909 0.54730 -0.66341
H -9.10094 -0.69397 1.69192
C 1.21712 -0.57652 0.60177
C 6.19382 -0.33506 0.96226
C -7.64488 0.58072 0.78808
H 1.19030 2.73307 -1.36128
H -4.02803 1.40134 -0.15175
N -4.61279 -0.39595 -1.05472
H -3.50151 -1.20564 -2.58595
H 5.95030 -1.31896 2.87089
H -6.06550 1.60180 -0.22950
C 6.94802 -0.33234 -0.23823
S 4.49851 2.57680 -0.83515
H 2.91628 0.22594 1.62725
C -4.02163 -1.55557 -1.68622
C -6.45861 0.64616 0.07700
H -3.49008 -2.64197 0.12096
H -6.93427 3.16055 1.28792
O -0.31353 -2.47365 -1.28111
C 0.24463 0.83776 -1.07605
C -7.51438 -1.80783 0.76141
C -7.91270 2.94987 0.84233
C -6.32335 -1.75003 0.05756
H -2.49117 -3.06031 -1.30031
C 2.14726 1.60153 0.18456
H -3.08195 0.90202 -1.56779
H 6.70079 0.98735 -1.90842
C 2.15594 0.39929 0.88150
C -0.70222 -1.46387 -0.72255
C 0.24758 -0.36031 -0.36928
H -0.48804 1.00320 -1.85283
H 2.78610 3.64885 0.38542
C 7.53044 -2.14150 1.65032
H 1.23456 -1.51642 1.13247
C -2.55869 -0.12092 0.26745
N 6.41815 0.68966 -0.99040
C -8.17676 -0.66116 1.13931
H -4.80358 -2.24696 -1.99640
C 5.41351 1.23204 -0.24041
O -8.37168 1.66636 1.18213
H -8.64740 3.64293 1.24954
C -2.99911 -2.24935 -0.77627
C 7.96663 -1.25227 -0.41610
C 6.49378 -1.27394 1.94188
H 3.69236 2.47868 1.40099
C -5.77182 -0.51780 -0.29084
*
```

---

2.
ORCA calculation (the ωB97M-V functional and the def2-TZVPD basis) on one molecule with the formula C25H25N7O2 at a distorted geometry.

Output
structure (SMILES) = Cc1cccc(NC(=O)Cn2c(=O)n3nc(CCn4nc(C)cc4C)nc3c3ccccc32)c1
frontier orbital gap = 8.94 eV

```
! wB97M-V def2-TZVPD RIJCOSX def2/J DEFGRID3
* xyz 0 1
H 1.03183 0.17455 -7.53408
H -0.88192 4.38703 -1.21346
C -0.13116 -0.08530 -1.94895
C 0.63947 0.82522 -6.75331
H 3.74053 0.83597 -1.88073
C 1.45821 0.73319 -5.51801
C 1.48347 -1.77645 -5.34397
C -1.08777 -0.47549 5.32069
H 1.24964 -1.51267 2.20074
H -0.39145 0.53640 -6.54956
C -2.43687 -0.18836 5.15166
C -0.57899 2.31695 -1.64419
O 0.99847 -2.52416 0.37560
H -4.97111 0.36315 5.02320
H -2.81694 0.00875 4.16335
C 0.17393 2.07268 1.02312
C 0.06702 -2.10594 -4.81669
H 0.44708 2.01759 2.06369
H 1.52361 -1.90425 -6.42867
H 4.13822 2.28993 -2.81368
H 0.76760 -0.73523 4.52045
C -2.78318 -0.42011 7.51203
H 1.63256 0.21422 2.43344
C -0.42038 -0.35086 2.92330
H 0.64261 1.84939 -7.11666
N 0.31177 -1.26270 -1.40083
H 1.82912 2.78208 -4.81030
N 2.56946 -0.25476 -3.86149
C -4.74677 0.14291 6.06306
C 2.63009 1.05018 -3.66748
C 3.32928 1.63540 -2.49131
H 0.45898 -0.95752 6.72927
H 2.63259 2.22391 -1.89320
H -0.69021 -1.62833 -5.43750
C -0.58718 3.42387 -0.82722
H -3.44376 -0.39986 8.36619
C 0.19003 0.93490 0.21339
O -1.49182 -0.12550 2.41409
C -0.59009 -0.73333 6.59449
H 2.20474 -2.44211 -4.86545
H -0.21909 4.15695 1.15137
H -0.07905 -3.18418 -4.80891
N 0.37531 -2.19345 -2.36704
C 0.65512 -1.45948 -0.07513
N 0.59264 -0.30640 0.68671
C 1.94737 1.72364 -4.69507
C -0.21169 3.29207 0.50503
C -3.29112 -0.16031 6.24402
H -5.03568 0.99731 6.67355
C -0.02359 -1.55756 -3.44136
C -1.44092 -0.70448 7.68327
C 0.86814 -0.49095 2.09461
C -0.19601 1.07791 -1.13149
N -0.36756 -0.26158 -3.22577
N -0.18031 -0.51007 4.24913
H -5.35026 -0.70796 6.37685
H -1.05206 -0.90658 8.67016
N 1.87235 -0.44133 -4.98714
H -0.85375 2.36878 -2.68538
*
```

---

3.
ORCA calculation (the ωB97M-V functional and the def2-TZVPD basis) on C25H26AsF6FeN4O as an isolated structure at a distorted geometry.

Output
energy above the lowest of the compared OMol25 structures with the same formula, charge and spin = 0.000 eV
frontier orbital gap (spin up / spin down) = 5.45 / 4.78 eV

```
! wB97M-V def2-TZVPD RIJCOSX def2/J DEFGRID3
* xyz 3 5
C 3.42495 3.78294 0.77082
H -1.12670 -3.60803 3.04412
C 2.44381 2.89083 0.41206
C -3.64142 1.00462 -0.18675
C -3.18358 -1.10306 1.99158
H 2.62227 3.90162 4.10237
C -2.52182 2.50920 -1.74030
F 1.18789 1.86945 -3.18211
C 2.60515 3.63747 3.03194
F 2.78262 0.26782 -4.45078
C -3.86937 -2.25970 -1.68132
C -3.73120 1.96059 -1.20906
C -1.58975 -2.23966 -2.26291
H -4.25844 -0.83122 1.95188
O -2.52310 -1.89524 -1.25810
N 1.51904 2.36047 1.27627
C -1.43278 -2.67578 2.60789
N -0.91971 -0.70432 1.45238
As 2.05548 0.20325 -2.97406
H -0.74312 -1.52282 -2.42043
H 2.42414 2.51891 -0.58573
Fe 0.47111 0.54928 0.82727
H -2.55971 3.22353 -2.60688
C 4.47753 5.28175 2.62599
C -1.32406 2.15993 -1.10938
H 0.78166 2.53169 3.22143
H -2.51787 -1.63289 -4.03279
C 1.57227 2.80331 2.56222
F 0.55968 -0.63137 -3.53340
H -4.41460 -1.35091 -1.90944
C -0.47380 -1.84360 2.02900
N -1.23002 1.23299 -0.15573
H 3.84801 5.81045 3.31045
H -4.72256 2.30724 -1.54461
C -2.76966 -2.24277 2.67145
C 0.94170 -2.17376 1.77770
C 3.52906 4.19575 2.11528
C -2.21788 -0.35924 1.33202
H -1.88304 -3.21831 -4.27375
C 1.52778 -3.41836 1.90870
H -3.45813 -2.87177 3.14160
C -2.35280 -2.58266 -3.48804
H -4.35761 -3.13107 -3.66052
H -1.07146 -3.09088 -1.78223
C -2.37224 0.67459 0.30983
H 4.57885 -2.58179 0.53638
H 4.20791 4.03522 0.04008
H -3.43156 -4.15791 -2.51284
F 2.72119 -1.38446 -2.54415
H -4.41616 -2.74661 -0.86334
H 0.92663 -4.21429 2.29040
C -3.64066 -3.14642 -2.86255
N 1.65257 -1.10418 1.34994
H -0.40574 2.60700 -1.37718
H 3.21220 -4.60794 1.59497
C 2.95487 -1.26197 1.00359
F 1.23248 0.16369 -1.38678
H 5.36197 4.90534 3.11524
H 3.45517 -0.35046 0.71846
H 4.77095 6.04406 1.85174
C 3.62484 -2.49199 1.03653
F 3.36855 1.03836 -2.09116
C 2.85692 -3.56350 1.49738
H -4.53868 0.52758 0.17736
*
```

---

| no. | E_tot (Ha) | M (g/mol) |
| --- | --- | --- |
| 1 | -1790.1367 | 459.57 |
| 2 | -1501.5228 | 455.52 |
| 3 | -5360.2324 | 643.26 |